Entry from the Open Molecules 2025 dataset: a molecular structure, C16H19BCdN6Te at a distorted geometry (wB97M-V/def2-TZVPD).

ORCA input file:
```
! wB97M-V def2-TZVPD RIJCOSX def2/J DEFGRID3
* xyz 0 1
Te 2.4969 0.9554 2.3941
Cd 0.6037 0.1343 0.4680
N 0.4914 1.6900 -2.6680
N 0.4702 1.7181 -1.2747
N -1.3478 -0.0530 -3.1422
N -1.5930 -0.1889 -1.7797
N 1.1001 -0.7564 -2.8744
N 1.2179 -0.9350 -1.4967
C -0.6737 -1.6070 1.2829
C -0.6122 0.6592 5.3612
C 2.6452 -2.3432 -2.5433
C 0.8787 2.9135 -3.1399
C 1.8720 -0.6052 4.7618
C -2.9081 -0.5206 -1.6711
C -0.0280 -0.2508 6.2730
C 0.8839 2.9476 -0.8778
C 1.9711 -1.5820 -3.5202
C -2.4979 -0.2773 -3.8381
C -3.5088 -0.5827 -2.9169
C 1.2255 0.2871 3.8790
C 0.0628 1.0111 4.1671
C 2.1497 -1.8947 -1.3007
C 1.2118 -0.8721 5.9856
C 1.1348 3.7502 -2.0218
B 0.1282 0.3600 -3.4558
H 3.3876 -3.1190 -2.6396
H -3.3722 -0.6936 -0.7056
H 0.2871 0.5292 -4.6099
H -0.0718 -2.5444 1.0592
H -1.6075 1.0843 5.5767
H 1.6252 -1.5720 6.7158
H -0.6198 -1.5366 2.3505
H 1.4389 4.7642 -1.9746
H 0.9442 3.1285 -4.1877
H 2.0390 -1.5392 -4.6162
H -1.1635 -0.4742 1.2752
H -1.6611 -1.9027 0.9355
H -0.1933 1.8011 3.4700
H 2.4493 -2.1764 -0.3064
H -2.5083 -0.1889 -4.9025
H -0.5556 -0.4991 7.2048
H 1.0681 3.2013 0.1386
H -4.5536 -0.8171 -3.0388
H 2.8434 -0.9250 4.4149
*
```

- HOMO: -7.63 eV
- Maximum force: 0.06226 Eh/bohr

Entry from the Open Molecules 2025 dataset: 2 unconnected molecules or ions with the total composition C9H14 at a distorted geometry (wB97M-V/def2-TZVPD).

ORCA input file:
```
! wB97M-V def2-TZVPD RIJCOSX def2/J DEFGRID3
* xyz 0 1
C -1.1793 0.7733 0.2146
C 0.6581 -3.7158 1.6019
C 1.1394 1.0531 -1.3008
C 0.0710 0.5439 0.8205
C 1.6375 -2.7481 2.2441
C -2.3422 2.0119 -1.5583
C -0.1033 1.4485 -1.8275
C 1.2206 0.6319 0.0397
C -1.1969 1.3680 -1.0477
H -2.2137 0.6858 0.7232
H -2.2944 3.2036 -1.3879
H -2.6097 1.8705 -2.6363
H 0.0647 0.2021 1.8532
H -3.2401 1.6271 -1.0537
H 0.5841 -4.7486 2.0840
H 1.4866 -1.7764 1.9728
H -0.1780 1.9606 -2.8189
H 1.4755 -2.6276 3.3801
H 2.2288 0.5391 0.4494
H 2.6352 -3.0618 1.9699
H 2.0145 1.0908 -1.9033
H -0.3847 -3.3459 1.6871
H 1.0008 -3.8200 0.5607
*
```

- HOMO: -8.97 eV
- SMILES string: Cc1ccccc1.CC
- Maximum force: 0.10564 Eh/bohr
- Relative energy (zero: lowest compared OMol25 entry of this formula, charge and spin): 30.2 kcal/mol